Density functional theory data (ωB97M-V with the def2-TZVPD basis set) for 3 unconnected molecules or ions with the total composition CH3FOS in a non-equilibrium geometry.

Last columns: bonded neighbours and bond lengths (Å).
Cartesian coordinates (Å):
1 H 0.702 -0.796 -0.377  C2 0.988
2 C 0.866 0.164 -0.541  H1 0.988, F3 1.553
3 F 2.229 -0.121 0.147  C2 1.553, H5 1.068
4 O -3.463 0.282 0.160  S6 1.540
5 H 1.640 -0.603 0.895  F3 1.068
6 S -2.129 -0.420 -0.157  O4 1.540
7 H 0.154 1.495 -0.128  no bonds

The calculation puts the largest force on an atom at 0.1641 hartree/bohr. The value obtained for the total energy is -612.78532 Ha. Its highest occupied orbital energy is -8.11 eV. As for the energy above the lowest of the compared OMol25 structures with the same formula, charge and spin: 10.750 eV.

Charges per atom according to Mulliken partitioning, unit e: number 1, H, carries 0.274; number 2, C, carries -0.714; number 3, F, carries -0.177; number 4, O, carries -0.336; number 5, H, carries 0.527; number 6, S, carries 0.252; number 7, H, carries 0.174